Entry from OMol25: a structure of composition C20H65Br2N19O11Sr in a non-equilibrium geometry (the ωB97M-V functional and the def2-TZVPD basis).

Cartesian coordinates (Å):
Sr1 -1.0492 3.6411 0.0112
Br1 -3.7859 3.1517 -0.6772
Br2 0.5230 1.5575 -1.2363
C1 1.7470 4.2652 1.9687
O1 0.5935 4.7461 1.7019
N1 2.1688 4.1101 3.3134
N2 2.7640 4.1495 1.0766
H1 1.5024 4.6434 3.8078
H2 3.0504 4.5762 3.3493
H3 2.3663 3.9797 0.1939
H4 3.6760 3.8015 1.3959
C2 2.6734 -2.4086 -0.8418
O2 3.2634 -2.0475 -1.8718
N3 2.0275 -1.5727 0.0119
N4 2.7166 -3.7386 -0.4844
H5 1.6378 -0.7810 -0.4411
H6 1.4022 -1.9142 0.7345
H7 3.1720 -4.3644 -1.2084
H8 1.8914 -4.1494 -0.1186
C3 -2.0925 3.0531 -4.9494
O3 -1.2641 3.4663 -5.7583
N5 -1.7452 2.2453 -3.8759
N6 -3.4215 3.3479 -5.0252
H9 -0.7269 1.9969 -3.7885
H10 -2.4656 1.6709 -3.4542
H11 -3.8844 3.4529 -4.1037
H12 -3.7028 4.0958 -5.6542
C4 4.4016 2.0888 2.6224
O4 4.9382 3.2037 2.4740
N7 3.9749 1.5384 3.7764
N8 4.2035 1.2741 1.5371
H13 3.7016 0.6021 3.9689
H14 3.9829 2.1618 4.6460
H15 3.9271 0.3269 1.4862
H16 4.7725 1.5365 0.7370
C5 -1.7456 1.0134 2.0173
O5 -1.4485 2.2140 2.0513
N9 -1.0408 0.1598 1.2686
N10 -2.7164 0.5248 2.7692
H17 -1.4077 -0.8101 1.1502
H18 -0.2795 0.5142 0.6547
H19 -2.9669 -0.4234 2.7048
H20 -3.4924 1.0370 3.1526
C6 0.0056 4.9900 -2.9442
O6 -0.1054 5.1936 -1.6924
N11 -0.7900 5.6695 -3.7851
N12 0.8926 4.1207 -3.4485
H21 -0.7481 5.2856 -4.6855
H22 -1.7212 5.7681 -3.3592
H23 0.6625 3.7479 -4.3249
H24 1.4136 3.5598 -2.7386
C7 -3.3439 -1.5170 -0.3978
O7 -3.0034 -2.4873 0.2449
N13 -2.9596 -1.3441 -1.6860
N14 -4.1631 -0.5419 0.0466
H25 -3.3716 -0.6625 -2.3101
H26 -2.4145 -2.0562 -2.1345
H27 -4.2253 0.3547 -0.3560
H28 -4.3670 -0.4433 1.0044
C8 -0.0288 -2.3861 -3.3898
O8 -1.2459 -2.3394 -3.5968
N15 0.6572 -3.5718 -3.1657
N16 0.7255 -1.2728 -3.3438
H29 0.1992 -4.3852 -2.8275
H30 1.6439 -3.6143 -3.3297
H31 1.6120 -1.2903 -2.9017
H32 0.2302 -0.4543 -3.3875
C9 4.9691 1.2242 -4.0887
C10 5.0968 1.2881 -2.5527
C11 4.4261 2.6534 -2.0445
O9 5.0242 3.1731 -0.9482
C12 6.0988 4.1034 -1.1006
N17 4.4728 0.3006 -1.7707
H33 5.2420 0.2190 -4.4422
H34 5.6576 1.9060 -4.5778
H35 3.9921 1.4327 -4.4712
H36 6.1368 1.2061 -2.2627
H37 3.3851 2.3985 -1.7979
H38 4.4266 3.2957 -2.8389
H39 5.8310 5.2020 -1.1167
H40 6.6562 3.9972 -2.0395
H41 6.7755 3.9495 -0.2251
H42 4.7536 -0.6590 -1.9655
H43 3.4653 0.1972 -1.9162
C13 -0.4791 -6.0523 1.8741
C14 -0.5174 -4.5415 1.7006
C15 0.4184 -3.8723 2.7456
O10 0.5683 -2.4460 2.4977
C16 1.5176 -1.9012 3.3578
N18 -0.1500 -4.3128 0.3223
H44 0.3337 -6.3941 1.2669
H45 -1.4340 -6.5370 1.4980
H46 -0.3494 -6.4465 2.8743
H47 -1.5272 -4.1577 1.9191
H48 1.3366 -4.3615 2.6803
H49 -0.0480 -4.0048 3.7223
H50 2.4007 -2.6084 3.2711
H51 1.0936 -1.8466 4.3627
H52 1.6853 -0.8901 2.9913
H53 -0.4738 -3.3982 0.0097
H54 -0.4812 -5.0944 -0.2131
C17 -4.2259 -2.8765 3.8663
C18 -5.6253 -3.1498 3.3370
C19 -5.9730 -2.1406 2.2065
O11 -5.7655 -0.8187 2.5199
C20 -6.8967 -0.0397 2.8973
N19 -5.7347 -4.5723 2.9747
H55 -3.4010 -2.7879 3.0519
H56 -3.8592 -3.7175 4.4387
H57 -4.0851 -1.9788 4.4108
H58 -6.4069 -3.0587 4.1104
H59 -6.9798 -2.4798 1.7840
H60 -5.3398 -2.3190 1.3765
H61 -6.6889 1.0143 2.6892
H62 -7.2197 -0.1849 3.9397
H63 -7.7741 -0.3866 2.3230
H64 -5.1247 -4.9080 2.2090
H65 -6.6003 -4.8783 2.5595

Atomic forces in eV per Å
0.2 0.6 0.8
-0.4 -0.1 -0.3
0.6 -0.3 -0.4
-0.1 2.2 0.5
1.9 -2.1 0.0
-0.8 -0.1 -1.8
-1.7 0.0 1.3
-0.8 0.5 1.2
1.0 -0.1 0.5
0.4 -0.1 -1.6
-0.2 -0.1 -0.5
0.6 -1.4 -0.6
-0.9 0.0 0.5
-0.2 -0.2 0.1
1.7 -0.8 -1.5
0.0 1.1 -0.4
0.2 -0.6 0.1
-0.7 1.5 1.3
-1.1 -0.2 0.7
0.9 -0.6 0.3
0.1 0.1 0.3
1.0 0.3 -0.8
-1.3 0.7 1.2
-2.0 0.2 0.0
0.5 0.2 0.2
0.3 -0.4 -0.8
0.5 -0.4 0.0
0.4 -1.5 -1.2
-0.7 -0.8 0.8
0.2 2.7 3.5
1.2 1.6 -0.9
-0.1 -0.5 -0.6
0.0 -1.3 -2.1
-0.5 -0.8 0.6
-0.4 0.1 -0.1
1.1 1.1 -0.5
0.1 0.9 -0.3
0.1 -1.9 -0.6
-1.6 -0.7 1.3
0.7 1.2 0.0
-1.0 -0.4 0.7
0.0 -1.4 -0.2
0.5 0.8 -0.2
0.0 0.2 2.9
0.3 -0.6 -1.3
-0.8 0.4 1.1
1.0 0.2 2.0
-0.5 -0.3 -1.7
0.7 0.3 -0.6
0.0 -0.8 -1.4
-0.8 0.6 -1.1
-0.5 1.2 -1.9
0.7 -1.1 1.4
0.0 0.2 -0.3
-0.5 0.0 0.5
0.0 -0.2 0.5
0.2 -0.2 -0.2
0.3 1.0 -1.2
-0.3 -0.5 1.2
-0.7 -0.8 0.2
0.7 -0.4 0.1
0.0 0.9 -0.3
0.7 -2.0 -0.5
-0.5 -0.3 -0.2
0.2 0.1 0.2
0.9 0.0 0.3
-1.2 2.3 -0.1
0.9 -1.0 0.3
-0.9 2.0 -0.3
0.4 -3.2 -0.4
1.1 1.5 2.2
0.4 0.6 0.4
-1.2 -2.1 0.7
-0.1 0.1 0.1
0.2 0.3 0.0
-0.9 0.2 0.0
0.5 0.7 -0.2
0.2 0.0 0.0
0.0 2.1 -2.2
-0.5 -1.1 0.3
0.0 -0.6 0.1
-0.5 0.1 -0.8
0.4 0.4 0.0
0.3 0.6 0.0
-1.6 -0.6 -0.1
-0.6 0.4 1.3
-2.3 1.2 -1.2
-1.1 -1.7 -0.8
0.6 -0.8 -0.2
0.9 0.9 0.5
0.6 -0.5 -0.3
1.1 0.6 0.2
0.1 0.3 0.4
0.1 -0.1 -0.2
2.0 -0.6 0.1
0.2 -0.1 0.2
-0.3 1.3 0.6
0.4 -0.1 0.3
0.5 0.0 0.1
-0.3 -0.6 -0.3
-0.4 0.3 -0.6
1.8 -0.8 -1.7
-0.4 0.1 -0.4
-1.2 -2.6 -0.3
-0.5 1.6 0.7
-0.8 -0.7 -0.1
0.8 -0.8 -1.3
-1.7 -0.2 0.6
-0.2 -0.2 0.5
-0.4 0.9 0.8
0.5 0.3 0.1
0.6 1.2 0.7
1.0 -0.6 -0.8
0.0 -0.3 0.1
0.6 0.1 0.0
0.3 0.4 -0.2
0.4 0.9 0.8
-0.9 0.6 0.5

The value obtained for the LUMO energy is 0.4 eV. The multiplicity is 1. Its HOMO energy is -8.7 eV. Its electronic energy is -7848.282832 Eh. As for the total charge: 0.

These are the Löwdin partial charges, in e, on atoms 1 to 5: atom 1 (Sr): 0.97, atom 2 (Br): -0.30, atom 3 (Br): 0.10, atom 4 (C): -0.56, atom 5 (O): -0.13